C16H23N4O6 | ωB97M-V/def2-TZVPD

Each line ends with the Löwdin charge.
CARTESIAN COORDINATES (ANGSTROEM)
O -3.3023 -0.3439 3.1710  0.13
O -4.3785 1.8297 7.2903  0.07
O 1.7258 -2.1543 -5.5264  0.04
O 3.5052 -3.1982 -1.3430  0.06
O -2.2216 0.1487 1.2724  0.09
O -4.3832 1.9710 0.7064  0.03
C -3.1866 0.3827 2.2015  -0.42
C -5.4096 2.2899 6.8146  -0.45
C 2.8521 -1.8971 -5.1275  -0.54
C 4.2757 -2.3116 -1.6888  -0.46
C -5.5234 2.5572 5.3770  -0.02
C -4.7697 1.8883 4.4375  -0.04
C -4.8883 2.1452 2.9914  0.01
C -4.1720 1.4970 1.9851  -0.19
C 1.0006 -0.2372 -0.9969  0.02
C 1.6225 -0.5076 -2.1865  -0.17
C -0.5269 -1.0170 -2.4055  -0.01
N -0.3418 -0.5475 -1.1534  0.13
N 5.3782 -2.0605 -0.9787  0.04
N 3.1813 -2.2607 -3.8921  0.10
N 0.6527 -0.9927 -3.0564  0.18
C -6.5507 2.6727 7.7430  -0.02
C 3.7935 -1.0460 -5.9542  0.03
C 6.4034 -1.0472 -1.2440  -0.05
C 3.0837 -0.2327 -2.5144  -0.04
C 3.9392 -1.4580 -2.9262  -0.19
H -1.7679 -0.5974 1.6994  0.13
H -5.0822 2.6469 0.7056  0.12
H -6.2729 3.2717 5.0562  0.11
H -4.0507 1.1684 4.8218  0.11
H -5.5774 2.9318 2.6999  0.12
H 1.4664 0.1919 -0.1164  0.15
H -1.4751 -1.3351 -2.8333  0.17
H -1.0796 -0.3601 -0.4731  0.14
H 5.5239 -2.6807 -0.1945  0.15
H 2.6347 -3.0154 -3.4942  0.15
H 0.8172 -1.3071 -4.0183  0.14
H -6.3153 2.3841 8.7717  0.09
H -6.7141 3.7531 7.7102  0.09
H -7.4681 2.1630 7.4372  0.08
H 3.3717 -0.9223 -6.9519  0.10
H 3.9266 -0.0691 -5.4970  0.08
H 4.7548 -1.5507 -6.0387  0.09
H 6.9740 -1.3128 -2.1368  0.09
H 5.9526 -0.0629 -1.3814  0.08
H 7.0945 -0.9929 -0.3998  0.10
H 3.5511 0.2544 -1.6567  0.12
H 3.1036 0.4947 -3.3270  0.12
H 4.8730 -1.1238 -3.3788  0.14

Properties
HOMO	-10.63	eV
largest force on an atom	3.106	eV Å⁻¹
gap between HOMO and LUMO	7.950	eV
total charge	+1

***

C16H23NO3 | ωB97M-V/def2-TZVPD

Each line ends with the Löwdin charge.
CARTESIAN COORDINATES (ANGSTROEM)
C 4.1971 -2.5517 1.5807  -0.05
C 3.8531 -1.4214 0.6595  -0.27
C 4.7104 -1.0656 -0.3731  -0.05
C 4.3812 -0.0292 -1.2265  -0.05
C 3.1998 0.6820 -1.0831  -0.22
C 2.3343 0.3240 -0.0403  -0.17
C 2.6685 -0.7188 0.8155  0.03
H 1.9891 -0.9789 1.6096  0.10
N 1.1422 1.0479 0.1109  0.15
C 0.0993 0.8369 0.9601  -0.44
O 0.0436 -0.0482 1.7843  0.08
C -1.0450 1.8275 0.7273  -0.28
C -1.8826 1.9802 1.9914  -0.05
H -1.2986 2.4630 2.7717  0.09
H -2.1932 1.0051 2.3526  0.08
H -2.7691 2.5740 1.7879  0.09
H -0.6222 2.8026 0.4570  0.14
C -1.8827 1.3319 -0.4651  -0.09
C -2.5640 -0.0145 -0.2176  -0.32
C -2.7703 -0.7935 -1.5254  -0.15
H -1.8119 -1.0777 -1.9629  0.14
O -3.4674 -1.9979 -1.2973  -0.12
C -4.7108 -1.7499 -0.6760  -0.18
H -5.1614 -2.7251 -0.4886  0.13
C -4.5118 -0.9740 0.6274  -0.17
H -5.4707 -0.7016 1.0708  0.13
O -3.8290 0.2332 0.3791  -0.11
H -3.9370 -1.5903 1.3350  0.13
H -5.3547 -1.1670 -1.3527  0.13
H -3.3312 -0.1643 -2.2353  0.14
H -1.9628 -0.6404 0.4605  0.15
H -1.2452 1.2462 -1.3488  0.12
H -2.6672 2.0609 -0.6761  0.13
H 1.0450 1.8193 -0.5325  0.12
C 2.8742 1.8025 -2.0311  -0.05
H 3.6634 1.9020 -2.7718  0.08
H 1.9399 1.6129 -2.5620  0.08
H 2.7898 2.7549 -1.5047  0.08
H 5.0585 0.2361 -2.0260  0.11
H 5.6386 -1.6006 -0.5104  0.11
H 5.2235 -2.4613 1.9320  0.08
H 3.5300 -2.5687 2.4381  0.08
H 4.1072 -3.5028 1.0559  0.08

Properties
HOMO	-8.33	eV
largest force on an atom	0.653	eV Å⁻¹
gap between HOMO and LUMO	8.950	eV
structure (SMILES)	Cc1ccc(C)c(NC(=O)[C@H](C)C[C@@H]2COCCO2)c1
energy above the lowest of the compared OMol25 structures with the same formula, charge and spin	135.99	kJ/mol

***

C16H23NS3 | ωB97M-V/def2-TZVPD

Each line ends with the Löwdin charge.
CARTESIAN COORDINATES (ANGSTROEM)
S -0.5991 -0.6886 2.9631  0.88
S -3.8424 1.7795 3.4248  0.81
S 2.6810 1.5616 -3.4056  0.84
C -0.1635 -1.0240 1.1964  -0.44
C 0.0992 -0.0987 0.2507  -0.10
C 0.4541 -4.6290 0.4447  -0.11
C 0.9084 -4.5306 -0.9102  -0.09
C 0.0376 -3.5527 1.2475  -0.04
C 0.8214 -3.2691 -1.5184  -0.02
C 0.0006 -2.3419 0.5794  -0.21
C 0.4116 -2.1261 -0.7448  -0.15
N 0.3986 -0.7403 -0.9673  -0.06
C -4.7196 0.6170 0.9564  -0.20
C 4.6068 3.5155 -3.4055  -0.18
C -4.4670 0.3135 2.4201  -0.52
C 3.3307 3.0954 -2.6078  -0.53
C -1.1832 1.1353 2.8161  -0.50
C -2.1625 1.3529 3.9717  -0.61
C 2.1217 0.7352 -1.8843  -0.49
C 0.7871 0.0147 -2.2126  -0.19
H 0.2547 0.9472 0.3927  0.11
H 0.7031 -5.6234 0.8479  0.09
H 1.3555 -5.4438 -1.3543  0.11
H -0.2625 -3.7041 2.3125  0.12
H 1.1485 -3.2426 -2.5508  0.09
H -3.8426 0.7157 0.2920  0.06
H -5.2209 1.5828 0.7325  0.07
H -5.2764 -0.3294 0.5336  0.11
H 4.5266 3.6591 -4.4782  0.06
H 5.2467 2.6168 -3.2771  0.06
H 5.0662 4.3928 -2.8587  0.08
H -3.7411 -0.5016 2.5089  0.06
H -5.4722 -0.0337 2.8988  0.10
H 2.5414 3.8501 -2.5061  0.07
H 3.6413 2.7929 -1.6099  0.06
H -0.3988 1.9195 2.7419  0.08
H -1.6982 1.1687 1.8174  0.05
H -1.5933 2.1380 4.5280  0.09
H -2.1179 0.4680 4.6314  0.05
H 2.9245 0.0826 -1.5847  0.07
H 1.9333 1.4064 -1.0230  0.08
H -0.0387 0.7409 -2.5685  0.14
H 0.7997 -0.7224 -3.0405  0.11

Properties
HOMO	-7.64	eV
largest force on an atom	2.572	eV Å⁻¹
gap between HOMO and LUMO	8.281	eV
structure (SMILES)	CCSCCSc1cn(CCSCC)c2ccccc12
energy above the lowest of the compared OMol25 structures with the same formula, charge and spin	168.55	kJ/mol

***

C16H24AgBO20 | ωB97M-V/def2-TZVPD

Each line ends with the Löwdin charge.
CARTESIAN COORDINATES (ANGSTROEM)
Ag 6.5555 3.8663 9.3350  0.80
O 1.4398 7.5490 5.7528  0.12
C 2.6218 7.5089 6.1388  -0.29
O 3.6623 6.6568 5.7881  0.19
B 4.9001 7.0386 6.4852  -0.93
O 4.4685 8.0686 7.4306  0.20
C 3.2290 8.4665 7.1964  -0.33
O 2.6149 9.4186 7.7416  0.10
O 5.8772 7.4819 5.5256  0.27
C 6.9241 6.6977 5.6178  -0.35
O 7.9562 6.8006 4.9263  0.12
C 6.7509 5.6833 6.7357  -0.37
O 5.5396 5.8774 7.1422  0.22
O 7.6338 4.9463 7.2004  0.09
C 5.3193 8.4605 10.6190  -0.02
O 4.4528 7.5319 11.2883  0.01
C 4.7405 6.1899 11.1921  -0.52
O 5.7317 5.6906 10.6162  0.03
O 3.8898 5.5170 11.8918  0.04
C 4.0264 4.1442 12.2224  -0.01
H 4.7326 9.3770 10.6814  0.11
H 5.3955 8.2041 9.5623  0.08
H 6.3355 8.6350 10.9724  0.09
H 3.8302 3.4340 11.4192  0.08
H 3.2576 3.8478 12.9360  0.10
H 4.9629 3.9890 12.7581  0.08
C 7.8112 4.1066 13.0672  -0.02
O 7.5472 2.7180 13.2582  0.05
C 6.8767 2.0730 12.3449  -0.59
O 6.5070 2.4768 11.2301  0.02
O 6.5494 0.8950 12.8364  0.01
C 5.4695 0.1363 12.2456  0.00
H 8.6648 4.3909 13.6825  0.10
H 6.9834 4.6872 13.4743  0.09
H 8.0292 4.4520 12.0566  0.07
H 4.5517 0.6983 12.4185  0.10
H 5.4394 -0.8667 12.6712  0.10
H 5.7400 0.1132 11.1899  0.08
C 2.2976 4.7067 8.5270  -0.01
O 2.1645 3.3316 8.7426  0.00
C 3.1810 2.4644 8.8953  -0.49
O 4.3555 2.7314 9.0733  0.07
O 2.5922 1.2013 8.8360  -0.01
C 3.2475 0.0483 9.2940  -0.06
H 3.1988 4.9694 7.9730  0.09
H 2.3337 5.0768 9.5516  0.10
H 1.3533 5.0516 8.1058  0.11
H 3.6782 -0.5143 8.4658  0.10
H 2.5261 -0.5653 9.8338  0.10
H 4.0489 0.2001 10.0171  0.05
C 11.3227 3.3673 9.4963  0.00
O 11.0173 4.7699 9.1088  -0.01
C 9.7617 5.2309 9.4250  -0.53
O 8.8035 4.5283 9.7155  0.02
O 9.8008 6.5657 9.3768  0.03
C 8.6388 7.3335 9.6580  -0.04
H 11.5368 3.4249 10.5636  0.09
H 12.2765 3.0491 9.0753  0.09
H 10.4620 2.7038 9.4131  0.09
H 8.5895 8.1844 8.9785  0.11
H 8.4782 7.5868 10.7060  0.09
H 7.6956 6.8386 9.4266  0.06

Properties
HOMO	-9.79	eV
largest force on an atom	5.565	eV Å⁻¹
gap between HOMO and LUMO	9.690	eV
energy above the lowest of the compared OMol25 structures with the same formula, charge and spin	218.46	kJ/mol

***

What is the HOMO in the second record? -8.33 eV